Molecular formula: C40H130N10O20
Method: DFT, the ωB97M-V functional and the def2-TZVPD basis

Last column: Mulliken charge in e.
Atoms and positions in Å:
C: 13.107 36.393 -22.680  -1.3970
C: 12.668 36.529 -21.224  1.1772
C: 13.388 37.552 -20.332  -0.9141
O: 14.816 37.443 -20.286  -0.1576
C: 15.460 38.389 -19.492  -0.9619
N: 11.239 36.652 -21.129  -0.7596
H: 12.882 37.322 -23.203  0.4245
H: 12.589 35.537 -23.114  0.2025
H: 14.147 36.118 -22.853  0.2791
H: 13.027 35.586 -20.814  -0.0270
H: 13.179 37.383 -19.275  0.3611
H: 13.133 38.546 -20.699  0.3852
H: 15.567 39.362 -19.971  0.3183
H: 16.497 38.062 -19.429  0.2694
H: 15.167 38.408 -18.442  0.3997
H: 10.704 36.419 -20.304  0.2586
H: 10.865 36.001 -21.804  0.2156
C: 8.400 36.213 -32.325  -1.3922
C: 9.934 36.380 -32.060  0.2800
C: 10.407 35.627 -30.774  0.0574
O: 9.641 35.925 -29.649  -0.4565
C: 9.976 35.115 -28.537  -0.5968
N: 10.558 36.011 -33.280  -0.7739
H: 7.930 36.539 -31.397  0.3287
H: 8.017 35.210 -32.512  0.3071
H: 8.063 36.879 -33.120  0.3861
H: 10.080 37.423 -31.779  0.3688
H: 11.451 35.877 -30.585  -0.0570
H: 10.266 34.566 -30.977  0.0534
H: 11.047 35.091 -28.335  0.0801
H: 9.638 34.085 -28.648  0.4089
H: 9.423 35.492 -27.676  0.3884
H: 11.523 35.927 -32.993  0.2892
H: 10.481 35.006 -33.342  0.3202
C: 17.563 34.170 -34.444  -1.4233
C: 16.468 34.037 -33.387  0.4510
C: 16.894 32.977 -32.342  0.1348
O: 16.985 31.625 -32.738  -0.4398
C: 15.789 30.903 -32.914  -0.3779
N: 16.113 35.324 -32.824  -0.5877
H: 17.226 34.943 -35.135  0.4731
H: 17.527 33.218 -34.974  0.3490
H: 18.553 34.386 -34.043  0.3186
H: 15.516 33.696 -33.795  0.3089
H: 16.370 33.054 -31.390  -0.1270
H: 17.900 33.226 -32.002  -0.0936
H: 15.415 30.492 -31.977  0.0230
H: 16.052 29.956 -33.385  0.2372
H: 15.012 31.369 -33.519  0.3219
H: 15.877 35.874 -33.638  0.2758
H: 16.953 35.813 -32.550  0.2481
C: 4.872 25.940 -27.299  -1.4065
C: 6.044 26.488 -26.386  0.0334
C: 7.053 27.282 -27.225  -0.1050
O: 8.247 27.405 -26.432  -0.4138
C: 9.286 28.120 -27.056  -0.2522
N: 5.430 27.156 -25.267  -0.5706
H: 4.224 25.227 -26.790  0.4430
H: 5.328 25.348 -28.093  0.3049
H: 4.254 26.729 -27.727  0.3159
H: 6.596 25.624 -26.017  0.2505
H: 6.632 28.232 -27.554  0.1152
H: 7.405 26.852 -28.163  0.3490
H: 8.959 29.155 -27.162  -0.0610
H: 9.710 27.813 -28.012  0.1750
H: 10.078 28.189 -26.310  0.2759
H: 4.834 26.514 -24.766  0.2119
H: 5.975 27.610 -24.548  0.1996
C: 12.323 33.408 -26.202  -1.3764
C: 11.335 32.219 -26.298  1.2476
C: 11.965 30.916 -26.929  0.4796
O: 12.654 31.158 -28.178  -0.2236
C: 13.237 29.998 -28.758  0.1205
N: 10.844 31.911 -24.971  -0.2551
H: 11.860 34.270 -25.720  0.6903
H: 12.686 33.786 -27.158  0.0172
H: 13.182 33.160 -25.578  0.0820
H: 10.599 32.575 -27.019  -0.9504
H: 11.122 30.237 -27.053  0.0307
H: 12.636 30.407 -26.237  -0.2515
H: 13.944 29.483 -28.108  -0.1982
H: 13.564 30.186 -29.781  -0.0703
H: 12.384 29.360 -28.990  0.1988
H: 11.635 31.482 -24.514  0.3244
H: 10.666 32.774 -24.477  0.2239
C: 12.416 24.095 -28.288  -1.5137
C: 11.652 25.115 -29.205  0.6381
C: 10.152 25.119 -29.037  -0.3967
O: 9.466 23.894 -29.421  -0.4444
C: 8.113 23.966 -29.787  -0.4125
N: 12.316 26.401 -28.947  -0.2674
H: 13.464 23.989 -28.567  0.3776
H: 11.952 23.109 -28.260  0.3363
H: 12.429 24.490 -27.272  0.3443
H: 11.922 24.865 -30.231  0.2716
H: 9.863 26.024 -29.570  0.2723
H: 9.923 25.323 -27.991  0.1771
H: 7.843 22.960 -30.109  0.2742
H: 8.238 24.686 -30.595  0.3178
H: 7.504 24.364 -28.975  0.0114
H: 11.845 27.054 -29.557  -0.0367
H: 13.244 26.528 -29.324  0.2199
C: 4.192 30.334 -23.741  -1.3285
C: 4.368 30.705 -25.268  0.2647
C: 5.829 30.932 -25.613  0.0888
O: 5.944 31.564 -26.969  -0.4256
C: 7.208 31.463 -27.628  -0.4442
N: 3.942 29.620 -26.135  -0.7372
H: 4.710 29.413 -23.471  0.2026
H: 3.182 30.234 -23.344  0.3609
H: 4.580 31.099 -23.068  0.4019
H: 3.853 31.658 -25.385  0.2723
H: 6.358 29.980 -25.653  -0.1622
H: 6.370 31.453 -24.823  0.3536
H: 7.510 30.454 -27.907  0.0110
H: 8.053 31.916 -27.110  0.1675
H: 7.244 32.068 -28.534  0.4111
H: 4.365 28.777 -25.775  0.2638
H: 4.236 29.720 -27.096  0.3852
C: 16.872 32.291 -27.149  -1.8031
C: 17.446 32.254 -28.555  1.4838
C: 18.965 31.932 -28.476  -1.1411
O: 19.656 32.107 -29.729  -0.3392
C: 20.077 33.385 -30.010  -0.6888
N: 16.721 31.182 -29.228  0.1341
H: 16.815 31.378 -26.556  0.0928
H: 15.829 32.590 -27.255  0.2733
H: 17.328 33.062 -26.529  0.5419
H: 17.371 33.240 -29.014  -0.0774
H: 19.125 30.864 -28.321  0.3235
H: 19.452 32.504 -27.686  0.4363
H: 20.869 33.835 -29.412  0.3183
H: 19.245 34.061 -29.808  0.2495
H: 20.336 33.409 -31.068  0.2443
H: 16.148 31.591 -29.951  -0.4314
H: 17.445 30.745 -29.782  0.4406
C: 15.802 32.496 -23.397  -1.2628
C: 16.524 32.576 -21.998  0.6556
C: 16.087 33.856 -21.293  -0.7901
O: 16.723 33.809 -20.014  -0.4130
C: 16.257 34.869 -19.173  -0.5346
N: 16.046 31.386 -21.328  -0.5954
H: 16.156 31.659 -24.000  0.3609
H: 15.999 33.435 -23.914  0.3263
H: 14.726 32.378 -23.277  0.1695
H: 17.582 32.539 -22.257  0.2867
H: 15.006 33.856 -21.158  0.2084
H: 16.300 34.806 -21.782  0.4322
H: 16.419 34.630 -18.122  0.3315
H: 15.181 35.017 -19.269  0.1748
H: 16.796 35.778 -19.441  0.1912
H: 16.514 31.197 -20.453  0.2191
H: 16.154 30.657 -22.019  0.2093
C: 15.049 36.936 -26.340  -1.3365
C: 14.951 37.066 -27.870  0.5378
C: 13.508 37.154 -28.467  0.2877
O: 12.926 38.335 -27.891  -0.3949
C: 11.748 38.631 -28.519  -0.6907
N: 15.693 38.242 -28.327  -0.7638
H: 16.045 37.272 -26.049  0.4004
H: 14.859 35.955 -25.906  0.2038
H: 14.388 37.660 -25.864  0.2910
H: 15.485 36.198 -28.255  0.1597
H: 13.100 36.208 -28.110  -0.6038
H: 13.540 37.084 -29.555  0.4226
H: 10.920 37.949 -28.325  0.1364
H: 11.910 38.922 -29.557  0.3253
H: 11.399 39.403 -27.833  0.3434
H: 15.139 39.066 -28.144  0.3322
H: 16.424 38.300 -27.632  0.2839
O: 10.286 33.935 -22.716  -0.6281
H: 9.437 34.319 -22.497  0.2984
H: 10.374 33.192 -22.118  0.2612
O: 9.499 30.223 -23.524  -0.7886
H: 10.004 30.778 -24.119  0.6023
H: 9.706 30.558 -22.651  0.2346
O: 11.440 28.465 -31.014  -0.6148
H: 11.185 27.832 -31.685  0.2602
H: 12.397 28.458 -31.028  0.2487
O: 15.535 28.889 -25.806  -0.5823
H: 14.795 28.342 -26.070  0.2823
H: 16.100 28.917 -26.578  0.3881
O: 12.436 33.238 -30.149  -0.1964
H: 12.476 32.722 -29.344  0.1936
H: 13.320 33.590 -30.253  0.1709
O: 16.596 28.327 -28.251  -0.7436
H: 16.943 27.829 -28.991  0.3137
H: 16.562 29.231 -28.564  0.1753
O: 14.129 27.871 -31.100  -0.5409
H: 13.997 27.558 -31.995  0.2328
H: 15.021 27.602 -30.882  0.2034
O: 11.479 28.241 -23.223  -0.6740
H: 10.607 28.632 -23.169  0.4010
H: 12.054 28.969 -23.462  0.5298
O: 13.156 30.197 -23.774  -0.7925
H: 13.713 30.177 -22.996  0.1931
H: 13.716 29.869 -24.478  0.2319
O: 9.969 30.827 -31.006  -0.6805
H: 10.487 30.031 -30.887  0.4320
H: 10.595 31.541 -30.890  0.2598

## Properties
Total energy ... -99430.8578 eV
Charge ... 0